(1)
Here is a 2-piece molecular cluster, C4H8NO3 overall from OMol25. Energies are from wB97M-V/def2-TZVPD.

Summary:
Net charge = -1
HOMO-LUMO gap = 7.3 eV
E_LUMO = 3.4135 eV

CARTESIAN COORDINATES (ANGSTROEM)
C -1.228 0.269 -0.151
C -2.073 -0.925 -0.426
O -1.634 -1.981 -0.832
N -3.439 -0.810 -0.225
H -0.444 -0.023 0.538
H -1.754 1.151 0.204
H -3.936 -1.530 -0.734
H -3.919 0.073 -0.297
H -0.668 0.632 -1.017
C 2.978 0.398 1.041
C 2.414 0.480 -0.417
O 2.946 -0.314 -1.222
O 1.478 1.289 -0.598
H 3.797 -0.313 1.075
H 2.148 0.210 1.730
H 3.334 1.395 1.330

(2)
Here is C19H30N4O11PS2V as an isolated structure from OMol25. Energies are from wB97M-V/def2-TZVPD.

Summary:
2S+1 = 4
Net charge = -1
HOMO-LUMO gap (spin up / spin down) = 6.0 / 7.7 eV
E_LUMO (spin up / spin down) = 1.8313 / 1.8292 eV
<S²> = 3.755

CARTESIAN COORDINATES (ANGSTROEM)
V 9.508 10.221 8.481
N 6.567 8.028 10.660
C 5.540 7.516 9.736
C 5.704 8.354 8.450
C 7.130 8.020 7.888
O 7.334 6.896 7.456
O 8.056 8.894 7.835
H 6.253 7.981 11.637
H 6.772 9.016 10.522
H 4.598 7.569 10.218
H 5.690 6.485 9.480
H 5.598 9.362 8.843
H 4.959 8.117 7.635
O 6.651 11.089 10.571
S 7.443 12.182 10.082
O 6.684 13.360 9.756
O 8.363 11.815 9.035
C 8.555 12.615 11.370
C 8.136 13.784 12.018
C 8.847 14.308 13.028
C 10.048 13.749 13.501
C 10.520 12.621 12.795
C 9.775 12.043 11.719
S 10.526 10.655 10.962
O 11.030 11.097 9.689
O 11.572 10.191 11.868
O 9.414 9.732 10.803
H 7.240 14.289 11.709
H 8.472 15.178 13.561
H 10.652 14.073 14.258
H 11.500 12.160 13.124
C 12.912 11.941 4.956
C 12.126 12.009 6.214
C 11.053 13.147 6.198
O 13.009 12.207 7.333
C 11.487 10.605 6.317
O 12.200 9.629 6.336
O 10.225 10.589 6.529
H 13.620 12.789 4.926
H 12.311 11.981 4.067
H 13.419 11.010 5.004
H 11.649 14.097 6.246
H 10.320 13.105 6.972
H 10.539 13.207 5.253
H 12.448 12.021 8.149
C 10.237 5.056 8.333
N 10.636 5.810 9.568
C 12.115 5.722 9.833
N 12.743 6.287 8.685
C 12.407 5.516 7.473
N 10.987 5.468 7.215
C 10.556 6.874 6.770
P 10.813 8.160 8.018
C 10.137 7.256 9.522
C 12.573 7.713 8.473
H 9.130 5.173 8.178
H 10.470 4.052 8.456
H 10.112 5.391 10.328
H 12.473 4.733 10.072
H 12.269 6.314 10.677
H 12.820 4.491 7.590
H 12.866 5.906 6.608
H 9.546 6.832 6.518
H 11.150 7.101 5.883
H 9.011 7.236 9.656
H 10.601 7.648 10.465
H 12.705 8.140 9.409
H 13.214 8.115 7.644

(3)
Here is an isolated molecule of C9H9NO from OMol25. Energies are from wB97M-V/def2-TZVPD.

Summary:
SMILES = OCC1=C\C=C/C=C=N/C=C\1
Net charge = 0
HOMO-LUMO gap = 8.6 eV
E_LUMO = 0.6918 eV

CARTESIAN COORDINATES (ANGSTROEM)
O -0.612 -2.586 -1.220
C -0.335 -1.461 -2.054
C 0.212 -0.377 -1.123
C 0.339 -0.475 0.213
C -0.212 -1.082 1.419
C -0.225 -0.323 2.534
C 0.214 1.106 2.552
C 0.248 1.737 1.419
N 0.313 2.409 0.390
C 0.545 2.186 -0.929
C 0.450 0.979 -1.575
H -1.618 -2.611 -0.979
H 0.504 -1.692 -2.729
H -1.191 -1.182 -2.680
H 1.113 0.259 0.604
H -0.842 -1.986 1.470
H -0.487 -0.679 3.503
H 0.614 1.595 3.379
H 0.547 3.018 -1.542
H 0.422 1.166 -2.651

(4)
Here is an isolated ion of composition C3H9N4 and charge +1 from OMol25. Energies are from wB97M-V/def2-TZVPD.

Summary:
SMILES = NC(N)=N[NH+]1CC1
Net charge = +1
HOMO-LUMO gap = 10.5 eV
E_LUMO = -3.0553 eV

CARTESIAN COORDINATES (ANGSTROEM)
N 1.534 -0.930 -1.994
C 0.956 -0.126 -1.152
N 1.281 1.174 -1.160
N 0.252 -0.780 -0.195
N -0.507 0.037 0.773
C -1.604 -0.652 1.470
C -1.865 0.424 0.443
H 1.219 -1.859 -1.997
H 2.210 -0.641 -2.650
H 0.865 1.823 -0.478
H 1.922 1.626 -1.652
H 0.054 0.658 1.395
H -1.946 -0.200 2.368
H -1.664 -1.654 1.340
H -2.085 0.150 -0.569
H -2.380 1.245 0.884

(5)
Here is C47H39BN6O8SSc as an isolated structure from OMol25. Energies are from wB97M-V/def2-TZVPD.

Summary:
Net charge = -1
HOMO-LUMO gap = 7.4 eV
E_LUMO = 1.7017 eV

CARTESIAN COORDINATES (ANGSTROEM)
Sc -0.275 -0.960 1.102
O -4.088 1.449 7.027
C -3.050 2.011 6.638
O -2.482 3.055 6.998
C -2.335 1.275 5.453
C -1.187 1.791 4.880
C -0.615 1.154 3.787
N -1.126 0.033 3.262
C -2.213 -0.492 3.841
C -2.834 0.092 4.937
C -2.708 -1.777 3.295
C -4.033 -2.179 3.455
C -4.409 -3.430 3.002
C -3.453 -4.248 2.418
C -2.176 -3.746 2.254
N -1.810 -2.536 2.664
C 0.643 1.665 3.195
C 1.036 2.995 3.349
C 2.276 3.384 2.879
C 3.091 2.444 2.264
C 2.596 1.164 2.103
N 1.399 0.780 2.541
H -0.756 2.676 5.326
H -3.691 -0.354 5.422
H -4.750 -1.508 3.906
H -5.435 -3.762 3.098
H -3.708 -5.237 2.063
H -1.407 -4.329 1.760
H 0.375 3.707 3.819
H 2.607 4.408 2.992
H 4.072 2.714 1.898
H 3.169 0.403 1.583
O 1.083 -2.154 2.798
C 1.973 -2.987 2.776
C 2.523 -3.606 1.595
C 3.550 -4.534 1.695
C 4.100 -5.095 0.561
C 3.632 -4.717 -0.718
C 2.619 -3.820 -0.843
C 1.998 -3.230 0.306
O 1.036 -2.427 0.189
N 5.153 -6.061 0.677
O 5.537 -6.379 1.795
O 5.630 -6.531 -0.348
H 2.428 -3.311 3.731
H 3.934 -4.831 2.663
H 4.107 -5.158 -1.583
H 2.240 -3.514 -1.810
C -5.806 4.722 -1.077
C -4.758 3.694 -1.348
C -4.352 3.309 -2.590
C -3.338 2.319 -2.685
N -2.806 1.749 -1.633
C -3.217 2.095 -0.395
S -2.663 1.420 1.011
N -4.176 3.100 -0.287
C -2.839 1.889 -4.027
H -6.173 5.145 -2.009
H -5.403 5.525 -0.458
H -6.644 4.273 -0.541
H -4.782 3.746 -3.479
H -4.438 3.340 0.659
H -3.352 2.422 -4.826
H -2.988 0.816 -4.149
H -1.767 2.071 -4.096
C -1.868 -1.922 -0.154
C -2.595 -2.609 -0.850
C -3.447 -3.465 -1.612
C -4.790 -3.145 -1.836
C -5.621 -4.012 -2.526
C -5.130 -5.217 -3.012
C -3.794 -5.539 -2.812
C -2.960 -4.675 -2.123
H -5.175 -2.208 -1.454
H -6.661 -3.750 -2.683
H -5.783 -5.897 -3.545
H -3.402 -6.474 -3.195
H -1.918 -4.926 -1.969
C 5.652 4.359 -3.934
C 5.466 2.953 -3.360
C 6.608 2.687 -2.366
C 5.563 1.947 -4.517
C 4.131 2.791 -2.633
C 3.259 3.858 -2.428
C 2.063 3.723 -1.718
C 1.753 2.479 -1.219
O 0.679 2.065 -0.502
B 0.835 0.674 -0.241
O 2.068 0.294 -0.856
C 2.606 1.398 -1.433
C 3.789 1.532 -2.122
H 6.592 4.405 -4.488
H 5.692 5.109 -3.142
H 4.843 4.618 -4.620
H 7.578 2.777 -2.863
H 6.533 1.684 -1.944
H 6.573 3.404 -1.544
H 6.475 2.123 -5.092
H 4.705 2.046 -5.185
H 5.589 0.920 -4.151
H 3.492 4.837 -2.823
H 1.408 4.570 -1.557
H 4.429 0.669 -2.257

(6)
Here is a 7-piece molecular cluster, CH16O7 overall from OMol25. Energies are from wB97M-V/def2-TZVPD.

Summary:
Net charge = 0
HOMO-LUMO gap = 8.3 eV
E_LUMO = -1.2463 eV

CARTESIAN COORDINATES (ANGSTROEM)
O 0.251 1.675 3.031
H -0.314 1.268 3.674
H 0.193 1.162 2.174
H 1.211 1.683 3.256
C -0.309 0.892 -0.423
O 0.092 0.142 0.672
H -0.672 0.202 -1.132
H 0.486 1.601 -0.826
H -1.098 1.501 -0.120
O -1.799 -0.611 2.243
H -1.202 -0.255 1.545
H -2.642 -0.898 1.860
O 1.193 -0.027 -3.292
H 0.485 0.650 -3.381
H 2.030 0.234 -2.883
O -0.224 -2.290 -0.533
H -0.075 -1.327 -0.350
H 0.562 -2.458 -1.135
O -2.019 -1.393 -2.337
H -1.554 -2.011 -1.738
H -1.782 -0.536 -2.098
O 2.591 0.047 0.342
H 2.984 0.657 0.954
H 1.611 0.092 0.496

(7)
Here is an isolated ion of composition C4H10N3 and charge +1 from OMol25. Energies are from wB97M-V/def2-TZVPD.

Summary:
SMILES = C[C@H]1N2CNC[N@H+]12
Net charge = +1
HOMO-LUMO gap = 11.9 eV
E_LUMO = -2.9644 eV

CARTESIAN COORDINATES (ANGSTROEM)
C -2.367 -0.093 0.044
C -0.911 -0.221 0.364
N -0.093 -0.572 -0.788
C 1.274 -1.146 -0.492
N 1.867 -0.208 0.513
C 1.412 1.098 0.077
N 0.008 0.786 -0.327
H -2.660 0.227 -0.992
H -2.970 0.440 0.784
H -2.594 -1.092 0.137
H -0.655 -0.300 1.463
H 1.747 -1.242 -1.437
H 1.407 -2.232 -0.049
H 1.413 -0.530 1.380
H 1.472 1.897 0.864
H 2.042 1.659 -0.672
H -0.391 1.529 -0.868

(8)
Here is C20H40FeO3SSi as an isolated structure from OMol25. Energies are from wB97M-V/def2-TZVPD.

Summary:
2S+1 = 5
Net charge = 0
HOMO-LUMO gap (spin up / spin down) = 7.5 / 8.3 eV
E_LUMO (spin up / spin down) = 0.6158 / 0.4012 eV
<S²> = 6.033

CARTESIAN COORDINATES (ANGSTROEM)
C 1.051 -1.506 -2.149
C 0.346 1.747 -1.633
C -0.300 -1.263 -1.519
H 0.948 -2.004 -3.125
C -1.004 1.584 -1.324
H 0.853 2.635 -1.199
H -0.660 -2.190 -1.077
H -1.477 2.331 -0.658
C -1.364 -0.697 -2.442
H -2.203 -1.419 -2.470
H -1.007 -0.617 -3.486
C 1.888 -0.232 -2.318
H 2.630 -0.415 -3.104
H 2.432 -0.040 -1.380
C 1.100 1.049 -2.727
H 0.434 0.828 -3.571
H 1.869 1.750 -3.089
C -1.960 0.668 -2.008
H -2.370 1.152 -2.910
H -2.818 0.482 -1.338
Fe 0.129 0.216 -0.084
H 1.604 -2.207 -1.501
C -0.214 -3.329 1.221
C -1.055 -2.219 1.861
C -2.396 -2.007 1.165
C -1.255 -2.511 3.335
O -0.302 -0.954 1.685
Si 0.235 0.207 2.767
S 0.291 1.838 1.571
O -0.812 0.221 4.039
C -1.468 1.091 5.003
C -1.751 2.456 4.405
C -2.776 0.403 5.361
C -0.585 1.223 6.235
O 1.680 -0.287 3.412
C 3.046 0.177 3.613
C 3.291 1.545 3.010
C 3.298 0.225 5.116
C 3.985 -0.821 2.950
H 0.359 -3.858 1.988
H 0.520 -2.949 0.496
H -0.852 -4.060 0.720
H -3.011 -2.910 1.223
H -2.945 -1.180 1.633
H -2.272 -1.755 0.102
H -0.296 -2.554 3.870
H -1.910 -1.777 3.826
H -1.736 -3.499 3.443
H -2.360 2.367 3.502
H -2.299 3.070 5.133
H -0.829 2.982 4.132
H -2.596 -0.587 5.797
H -3.315 1.011 6.099
H -3.413 0.284 4.477
H -0.334 0.237 6.645
H 0.351 1.750 6.008
H -1.119 1.788 7.010
H 2.619 2.300 3.432
H 4.325 1.864 3.201
H 3.130 1.535 1.927
H 3.159 -0.761 5.573
H 4.329 0.545 5.315
H 2.621 0.934 5.613
H 3.868 -1.827 3.369
H 3.811 -0.873 1.868
H 5.023 -0.503 3.115

(9)
Here is C31H36LuN4O3S4 as an isolated structure from OMol25. Energies are from wB97M-V/def2-TZVPD.

Summary:
Net charge = -1
HOMO-LUMO gap (spin up / spin down) = 3.2 / 3.9 eV
E_LUMO (spin up / spin down) = 1.9760 / 1.9752 eV

CARTESIAN COORDINATES (ANGSTROEM)
Lu -1.565 -0.532 1.905
C 0.972 0.000 3.862
N -0.305 0.673 3.635
C -1.222 0.574 4.829
C -2.187 -0.630 4.708
C -1.492 -1.981 4.559
N -1.086 -2.235 3.083
C -0.528 -3.325 2.628
C 0.220 -3.504 1.433
C 0.878 -4.741 1.299
C 1.585 -5.055 0.205
C 1.811 -4.029 -0.728
C 1.214 -2.795 -0.642
C 0.362 -2.487 0.406
O -0.130 -1.275 0.532
C 0.101 2.119 3.387
C -1.048 2.909 2.848
C -1.345 2.685 1.354
N -2.157 1.495 1.082
C -3.260 1.702 0.398
C -4.326 0.772 0.056
C -5.427 1.253 -0.695
C -6.327 0.311 -1.220
C -6.212 -1.090 -0.976
C -5.256 -1.553 -0.091
C -4.298 -0.642 0.473
O -3.531 -1.121 1.454
H 1.436 0.320 4.768
H 1.709 0.256 3.062
H 0.890 -1.096 4.009
H -1.789 1.542 4.899
H -0.629 0.530 5.792
H -2.926 -0.453 3.855
H -2.851 -0.565 5.594
H -2.326 -2.683 4.807
H -0.599 -2.106 5.195
H -0.655 -4.237 3.202
H 0.769 -5.351 2.157
H 1.969 -6.035 -0.104
H 2.407 -4.318 -1.582
H 1.502 -1.984 -1.369
H 0.978 2.072 2.703
H 0.511 2.554 4.320
H -0.783 3.997 2.885
H -1.960 2.825 3.483
H -0.400 2.578 0.804
H -1.861 3.523 0.896
H -3.379 2.734 0.108
H -5.541 2.340 -0.790
H -7.118 0.688 -1.847
H -6.902 -1.781 -1.429
H -5.111 -2.600 0.208
S -3.068 1.036 -4.817
C -1.638 0.379 -4.619
S -0.649 0.478 -3.198
S -0.846 -0.906 -5.605
N 0.937 -1.759 -3.538
C 0.217 -0.909 -4.128
H 1.456 -2.445 -4.159
C 1.872 3.876 -4.708
C 2.922 3.009 -4.098
C 4.155 3.508 -3.597
C 5.025 2.644 -2.954
C 4.609 1.302 -2.721
C 3.448 0.794 -3.248
C 2.700 1.634 -4.032
S 5.412 0.371 -1.388
C 6.480 -0.808 -2.275
O 4.319 -0.401 -0.722
H 2.178 4.917 -4.584
H 0.893 3.816 -4.237
H 1.683 3.627 -5.789
H 4.324 4.560 -3.631
H 5.951 3.027 -2.537
H 2.997 -0.208 -3.033
H 1.848 1.194 -4.528
H 5.827 -1.549 -2.713
H 7.157 -1.204 -1.526
H 7.007 -0.227 -3.024

(10)
Here is an isolated molecule of C2H7N3O from OMol25. Energies are from wB97M-V/def2-TZVPD.

Summary:
SMILES = C/N=C(/O)NN
Net charge = 0
HOMO-LUMO gap = 10.0 eV
E_LUMO = 0.7840 eV

CARTESIAN COORDINATES (ANGSTROEM)
C 1.209 -0.892 1.016
N -0.463 -1.247 0.640
C -0.738 -0.454 -0.288
O -1.962 -0.349 -0.869
N 0.200 0.423 -0.889
N 0.142 1.807 -0.532
H 1.118 -0.872 2.100
H 1.836 -0.033 0.789
H 1.659 -1.814 0.659
H -2.529 -0.971 -0.373
H 0.131 0.324 -1.902
H -0.749 2.207 -0.837
H 0.146 1.870 0.486

(11)
Here is C12H16BN6OSr as an isolated structure from OMol25. Energies are from wB97M-V/def2-TZVPD.

Summary:
Net charge = +1
HOMO-LUMO gap = 8.7 eV
E_LUMO = -3.1881 eV

CARTESIAN COORDINATES (ANGSTROEM)
Sr 0.271 0.676 1.692
C 3.718 -1.011 -0.733
C 2.985 -0.952 0.452
N 1.900 -0.194 0.285
N 1.911 0.238 -0.990
C 2.994 -0.240 -1.622
B 0.782 1.121 -1.573
N -0.601 0.460 -1.279
C -1.388 -0.187 -2.152
C -2.575 -0.511 -1.520
C -2.426 -0.003 -0.230
N -1.232 0.577 -0.093
N 0.803 2.506 -0.898
C 0.824 3.703 -1.505
C 0.799 4.689 -0.539
C 0.764 3.985 0.664
N 0.765 2.670 0.442
H 4.636 -1.540 -0.919
H 3.197 -1.415 1.403
H 3.195 0.000 -2.653
H 0.931 1.238 -2.749
H -1.073 -0.360 -3.168
H -3.428 -1.012 -1.945
H -3.131 -0.007 0.587
H 0.857 3.789 -2.579
H 0.812 5.754 -0.686
H 0.742 4.372 1.671
C -1.136 -3.685 1.290
C -1.254 -2.391 2.026
C -2.491 -2.193 2.848
O -0.376 -1.538 1.960
H -2.079 -3.935 0.803
H -0.930 -4.479 2.014
H -0.329 -3.651 0.563
H -2.622 -3.023 3.543
H -3.361 -2.194 2.188
H -2.456 -1.256 3.400

(12)
Here is C12H21BI2O5 as an isolated structure from OMol25. Energies are from wB97M-V/def2-TZVPD.

Summary:
Net charge = 0
HOMO-LUMO gap = 9.4 eV
E_LUMO = -0.0819 eV

CARTESIAN COORDINATES (ANGSTROEM)
C 3.217 -2.885 1.707
C 3.409 -3.311 0.268
I 3.499 -1.620 -1.079
C 2.396 -4.367 -0.258
I 3.277 -6.336 -0.060
B 1.019 -4.468 0.522
C -0.356 -4.173 -0.204
C -1.087 -2.915 0.317
C -0.171 -1.770 0.734
C -0.863 -0.418 0.690
O -0.951 0.031 -0.673
C -0.047 0.950 -0.999
O 0.386 1.005 -2.059
H 3.195 -3.729 2.383
H 2.368 -2.236 1.853
H 4.084 -2.294 1.987
H 4.389 -3.754 0.211
H 2.207 -4.143 -1.294
H 0.967 -4.817 1.662
H -1.008 -5.018 0.017
H -0.251 -4.149 -1.286
H -1.705 -3.212 1.158
H -1.769 -2.548 -0.442
H 0.111 -1.928 1.771
H 0.694 -1.693 0.081
H -1.831 -0.440 1.173
H -0.228 0.260 1.252
H 0.303 1.687 -0.268
C -2.188 6.492 -1.827
C -1.542 5.440 -0.962
C -2.315 4.151 -0.848
O -1.873 3.646 0.420
C -1.520 4.725 1.177
O -1.279 4.681 2.337
O -1.484 5.851 0.414
H -1.655 7.439 -1.738
H -2.183 6.186 -2.873
H -3.218 6.674 -1.518
H -0.517 5.257 -1.297
H -2.084 3.448 -1.646
H -3.396 4.302 -0.801

Ordered max |F| results: 1.06 4.64 4.21 5.71 1.52 2.89 2.88 2.04 5.06 4.03 2.47 5.55; unit eV/Å.